Molecular formula: C44H63AsN3O10STi
Method: DFT, ωB97M-V/def2-TZVPD

Positions of all 123 atoms, in Å:
Ti  -1.4007  0.7471  -1.3520
C  -5.8731  1.7397  -0.7148
N  -5.1017  0.6396  -0.2071
C  -5.4563  -0.6548  -0.7197
C  -4.7559  0.7162  1.1843
C  -3.3992  1.3253  1.5061
N  -2.1685  0.5851  1.1378
C  -2.2942  -0.8377  1.5058
C  -1.3250  -1.8249  0.9133
C  -0.5087  -2.5812  1.7401
C  0.2408  -3.6400  1.2425
C  0.0305  -3.9652  -0.0978
C  -0.7862  -3.2369  -0.9626
C  -1.3855  -2.0479  -0.4761
O  -2.0368  -1.1849  -1.2294
C  -1.0887  -3.7465  -2.3797
C  -2.6156  -3.7841  -2.5690
C  -0.5637  -5.1650  -2.6150
C  -0.4761  -2.8331  -3.4459
C  1.2328  -4.4423  2.0872
C  0.8494  -5.9283  2.1011
C  1.2768  -3.9418  3.5291
C  2.6445  -4.2954  1.4979
C  -1.0937  1.2379  1.9243
C  0.3509  0.7783  1.7983
C  1.1414  0.8730  2.9343
C  2.5126  0.6499  2.9112
C  3.0791  0.3244  1.6802
C  2.3315  0.1921  0.5058
C  0.9450  0.4024  0.5836
O  0.1716  0.2483  -0.4613
C  2.9937  -0.1417  -0.8413
C  4.4959  -0.3884  -0.6908
C  2.3707  -1.4137  -1.4415
C  2.8072  1.0114  -1.8391
C  3.3264  0.7845  4.1990
C  2.8855  -0.2893  5.2029
C  4.8252  0.6183  3.9539
C  3.0995  2.1709  4.8207
H  -6.9198  1.7346  -0.3469
H  -5.8818  1.7291  -1.8049
H  -5.4133  2.6855  -0.4247
H  -6.4432  -1.0159  -0.3654
H  -4.6954  -1.3910  -0.4518
H  -5.4821  -0.6169  -1.8111
H  -4.8546  -0.2731  1.6356
H  -5.4706  1.3541  1.7294
H  -3.4036  1.4915  2.5952
H  -3.3256  2.3031  1.0253
H  -3.2698  -1.1645  1.1616
H  -2.2765  -0.9303  2.6033
H  -0.4759  -2.3154  2.7946
H  0.5482  -4.8314  -0.4956
H  -3.0800  -4.4306  -1.8157
H  -2.8561  -4.1781  -3.5643
H  -3.0387  -2.7830  -2.4768
H  -0.9409  -5.8741  -1.8697
H  0.5307  -5.2048  -2.6060
H  -0.8976  -5.4989  -3.6028
H  -0.7803  -1.8013  -3.3042
H  -0.7983  -3.1494  -4.4455
H  0.6180  -2.8733  -3.4099
H  -0.1741  -6.0538  2.4668
H  1.5261  -6.4957  2.7528
H  0.9007  -6.3640  1.0990
H  0.3150  -4.0804  4.0337
H  1.5334  -2.8783  3.5714
H  2.0371  -4.4993  4.0873
H  2.6768  -4.6304  0.4567
H  3.3688  -4.8875  2.0735
H  2.9573  -3.2453  1.5204
H  -1.3525  1.1570  2.9920
H  -1.1414  2.3008  1.6763
H  0.6511  1.1492  3.8670
H  4.1484  0.1726  1.6262
H  4.7081  -1.2286  -0.0191
H  5.0261  0.4955  -0.3173
H  4.9079  -0.6334  -1.6745
H  2.3571  -2.2277  -0.7127
H  2.9551  -1.7331  -2.3133
H  1.3475  -1.2426  -1.7600
H  3.3407  1.9071  -1.5037
H  1.7563  1.2632  -1.9747
H  3.2159  0.7171  -2.8133
H  3.0534  -1.2899  4.7937
H  1.8199  -0.1981  5.4324
H  3.4479  -0.1990  6.1407
H  5.0654  -0.3789  3.5712
H  5.3643  0.7571  4.8961
H  5.1978  1.3559  3.2367
H  2.0495  2.3323  5.0775
H  3.3913  2.9580  4.1187
H  3.6933  2.2829  5.7353
O  -3.1276  4.3811  -1.3677
As  -3.1241  3.1285  -2.5859
O  -4.4882  3.3836  -3.4378
O  -2.9592  1.6909  -1.6414
C  -1.4981  3.5623  -3.6074
C  -1.0617  4.8778  -3.5088
C  0.0647  5.2926  -4.2040
C  0.7633  4.4128  -5.0000
C  0.3388  3.0905  -5.1185
C  -0.7953  2.6822  -4.4375
S  -1.2740  0.9611  -4.4454
O  -0.6838  0.4825  -3.1553
O  -0.7187  0.2783  -5.5794
O  -2.7111  1.0198  -4.3904
H  -2.4082  4.3017  -0.7014
H  -1.6006  5.5610  -2.8660
H  0.4029  6.3193  -4.1076
H  1.6485  4.7469  -5.5298
H  0.8649  2.3715  -5.7353
O  -0.3401  6.1320  1.7113
C  0.0486  5.2827  0.9366
C  1.5213  5.0964  0.5797
C  1.5044  3.9298  -0.3956
C  0.0330  3.5855  -0.4792
O  -0.3615  2.6734  -1.2145
N  -0.7515  4.3614  0.2682
H  2.0778  4.8943  1.4961
H  1.9030  6.0250  0.1569
H  2.0537  3.0587  -0.0433
H  1.8605  4.1667  -1.3989

Forces on atoms 1 to 3 (eV/Å):
Ti -0.405 -0.500 2.263
C 0.052 -0.009 -0.021
N 0.081 -0.190 -0.012

Output
Charge ... -2
HOMO-LUMO gap (alpha / beta) ... 5.5789 / 6.6144 eV
Multiplicity ... 2
E_tot ... -166394.5501 eV
<S²> ... 0.75
HOMO (alpha / beta) ... -1.700 / -2.736 eV
Lowest unoccupied orbital energy (alpha / beta) ... 3.88 / 3.88 eV